{
  "formula": "C4H6O3Rb",
  "method": "wB97M-V/def2-TZVPD",
  "symbols": ["Rb", "O", "O", "O", "C", "C", "C", "C", "H", "H", "H", "H", "H", "H"],
  "positions_angstrom": [[5.017, 1.153, -2.000], [2.588, -1.180, -2.164], [0.747, -1.759, -0.947], [1.099, 0.852, -0.976], [1.502, -1.158, -1.692], [0.184, 0.965, -0.092], [-0.408, -0.249, 0.389], [-2.061, 0.073, 1.362], [-1.715, -0.403, -0.079], [-0.123, 1.980, 0.202], [-1.714, 0.533, 2.297], [-2.544, -0.878, 1.617], [0.145, -0.747, 1.190], [-2.717, 0.819, 0.894]],
  "atomic_forces_ev_per_a": [[-0.3, -0.2, 0.0], [-0.8, 2.1, -1.1], [1.7, 2.1, -4.0], [-1.0, 1.0, 2.0], [0.0, -5.0, 4.5], [1.5, -0.6, -2.8], [-6.4, 1.2, 1.8], [1.6, 1.1, 0.8], [4.5, -0.3, 0.8], [-0.2, -0.1, -0.2], [-0.1, -0.2, -0.2], [0.2, 0.3, -0.4], [-0.5, -0.9, -1.0], [0.0, -0.4, -0.1]],
  "homo_energy_ev": -11.40,
  "charge": 1,
  "e_lumo_ev": -3.83,
  "relative_energy_kcal_mol": 137.2
}

=====

{
  "formula": "C65H70ClN14O2PS",
  "method": "wB97M-V/def2-TZVPD",
  "symbols": ["Cl", "S", "P", "O", "O", "N", "N", "N", "N", "N", "N", "N", "N", "N", "N", "N", "N", "N", "N", "C", "C", "C", "C", "C", "C", "C", "C", "C", "C", "C", "C", "C", "C", "C", "C", "C", "C", "C", "C", "C", "C", "C", "C", "C", "C", "C", "C", "C", "C", "C", "C", "C", "C", "C", "C", "C", "C", "C", "C", "C", "C", "C", "C", "C", "C", "C", "C", "C", "C", "C", "C", "C", "C", "C", "C", "C", "C", "C", "C", "C", "C", "C", "C", "C", "H", "H", "H", "H", "H", "H", "H", "H", "H", "H", "H", "H", "H", "H", "H", "H", "H", "H", "H", "H", "H", "H", "H", "H", "H", "H", "H", "H", "H", "H", "H", "H", "H", "H", "H", "H", "H", "H", "H", "H", "H", "H", "H", "H", "H", "H", "H", "H", "H", "H", "H", "H", "H", "H", "H", "H", "H", "H", "H", "H", "H", "H", "H", "H", "H", "H", "H", "H", "H", "H"],
  "positions_angstrom": [[0.344, 2.969, -7.632], [4.811, 0.661, -1.821], [2.002, 1.717, -7.385], [1.486, 0.324, -8.087], [-0.701, -4.141, -4.922], [5.017, 1.023, -3.402], [-6.207, 10.241, 2.991], [5.331, -2.158, 6.058], [-5.401, 4.283, 1.488], [9.849, -1.343, -4.761], [-4.195, -3.467, -9.235], [7.754, -5.088, 4.167], [-4.402, -0.963, 5.205], [-2.459, -0.137, 0.551], [0.281, -3.943, -2.842], [3.238, 0.538, -1.750], [-1.560, -4.276, 1.474], [-0.044, -1.153, -5.930], [1.785, 0.542, 2.775], [8.719, -6.005, 4.123], [0.630, -3.781, 3.125], [3.778, 1.043, -3.884], [3.102, 2.871, 2.004], [-6.806, 10.833, 1.958], [1.338, 0.726, -3.321], [3.056, -0.597, 6.434], [-4.520, 6.096, 2.785], [-4.434, -1.058, 6.533], [3.596, -1.322, 7.485], [-3.027, 0.022, 1.747], [3.396, 1.333, -5.220], [1.640, -3.848, -4.904], [10.465, -0.846, -3.692], [-6.600, 6.353, 1.649], [9.316, -6.550, 5.250], [8.436, -0.028, -2.758], [-6.641, -1.949, 6.535], [1.637, 1.679, 3.457], [-4.193, 0.742, 1.954], [-5.486, -1.359, 4.542], [-0.925, -5.264, 2.101], [-1.104, -3.039, 1.670], [7.352, -4.680, 5.373], [1.034, 1.010, -4.633], [-3.062, 0.442, -0.487], [-0.018, -2.739, 2.481], [-4.227, 1.185, -0.387], [9.809, -0.186, -2.665], [-4.806, 1.337, 0.863], [7.773, -0.538, -3.864], [-0.718, -0.086, -6.042], [2.729, 0.750, -2.970], [4.796, -1.456, 5.060], [8.529, -1.186, -4.830], [-6.769, 10.398, 4.189], [3.666, -0.662, 5.193], [3.264, 1.697, 1.288], [-0.084, -2.544, -2.427], [-5.409, -3.464, -8.689], [0.299, -4.001, -4.264], [0.994, -1.922, -1.569], [8.889, -6.116, 6.494], [-1.807, 0.069, -7.083], [2.095, 1.304, -5.589], [0.167, -5.073, 2.934], [-6.627, -1.856, 5.153], [-5.659, -3.800, -7.367], [-3.178, -3.820, -8.451], [-3.316, -4.178, -7.117], [-0.401, 1.033, -5.086], [-8.532, 11.739, 3.322], [-4.587, -4.165, -6.567], [-5.521, -1.543, 7.243], [-5.614, 6.884, 2.465], [0.637, -0.495, -1.132], [-7.962, 11.589, 2.069], [4.730, -2.081, 7.244], [-7.925, 11.131, 4.408], [-6.447, 5.054, 1.191], [-4.462, 4.809, 2.272], [0.261, 0.423, -2.297], [2.272, 2.864, 3.116], [2.588, 0.568, 1.717], [7.888, -5.161, 6.560], [10.360, 0.195, -1.816], [-1.077, 0.880, -4.255], [1.482, -3.588, 3.766], [8.055, -1.607, -5.710], [-2.579, 0.297, -1.449], [6.707, -0.435, -3.961], [-0.266, -0.601, -0.526], [-3.728, 6.470, 3.419], [7.526, -4.794, 7.510], [-0.236, -1.952, -3.330], [2.114, 3.759, 3.703], [-6.260, 9.908, 5.012], [5.305, -1.540, 4.105], [3.878, 1.638, 0.401], [-2.518, -0.455, 2.578], [-6.667, -3.777, -6.976], [-7.198, 4.599, 0.553], [-3.622, 4.158, 2.494], [0.314, -1.714, 2.601], [7.887, 0.483, -1.976], [-7.478, -2.161, 4.561], [1.975, -1.984, -2.039], [-0.044, 1.381, -1.864], [6.566, -3.933, 5.383], [9.331, -6.516, 7.398], [5.187, -2.661, 8.040], [-0.617, -0.003, -2.755], [3.609, 3.778, 1.699], [-9.436, 12.321, 3.451], [-2.200, -3.813, -8.922], [-6.328, 10.689, 0.995], [4.168, 1.584, -5.938], [-0.661, 2.004, -5.493], [-7.511, -2.333, 7.053], [-0.467, -4.539, -2.510], [-4.606, 0.835, 2.949], [2.024, -2.845, -4.738], [2.170, 0.009, 6.581], [-6.219, -3.175, -9.350], [-4.739, -4.435, -5.529], [-8.402, 12.048, 1.195], [10.094, -7.295, 5.152], [-8.336, 11.221, 5.404], [-0.342, -1.836, -6.626], [0.973, 1.631, 4.313], [2.680, -0.369, 1.178], [2.318, -4.601, -4.510], [-2.234, 1.066, -7.057], [-5.698, 7.896, 2.843], [1.383, -0.086, -0.475], [1.505, -3.995, -5.969], [0.989, 0.601, -8.870], [3.273, -0.112, 4.346], [-3.538, -0.727, 7.048], [3.150, -1.300, 8.470], [-1.407, -0.168, -8.063], [11.540, -0.988, -3.662], [-2.571, -0.675, -6.870], [-1.637, -2.251, 1.147], [-5.711, 1.906, 0.985], [-1.044, -2.555, -1.916], [-5.427, -1.274, 3.462], [9.025, -6.315, 3.130], [-4.669, 1.634, -1.267], [0.642, -5.916, 3.418], [-5.490, -1.600, 8.323], [1.030, -2.506, -0.648], [-7.471, 6.934, 1.374], [-2.452, -4.454, -6.528], [-1.317, -6.260, 1.922]],
  "atomic_forces_ev_per_a": [[-0.2, -0.1, 0.1], [0.7, 0.2, -0.8], [1.0, 0.1, 0.0], [-0.5, 0.5, 0.2], [-0.4, -0.4, -0.1], [-0.4, -0.1, 1.0], [-0.1, 0.1, 0.1], [-0.2, 0.2, 0.1], [-0.1, 0.3, 0.0], [0.0, 0.0, 0.0], [0.0, 0.0, 0.1], [0.1, -0.1, 0.1], [-0.1, 0.0, 0.0], [-0.2, 0.1, 0.0], [-0.4, 0.3, 0.2], [-0.5, -0.2, 0.3], [0.1, 0.0, 0.0], [0.0, 0.0, 0.1], [-0.1, 0.2, 0.0], [0.0, 0.1, -0.1], [0.0, 0.0, 0.0], [-0.7, 0.0, -1.0], [0.0, 0.0, 0.0], [0.1, -0.1, -0.1], [-0.2, -0.1, -0.7], [0.0, 0.0, 0.0], [-0.1, 0.0, -0.1], [0.1, 0.0, 0.0], [0.0, 0.0, 0.0], [0.2, 0.0, 0.1], [0.8, 0.1, -0.3], [-0.1, -0.1, -0.3], [0.1, 0.0, -0.1], [0.0, 0.0, 0.0], [0.0, 0.0, 0.0], [-0.1, 0.0, 0.0], [0.0, 0.0, 0.0], [-0.1, 0.0, -0.1], [0.0, 0.1, -0.1], [0.1, 0.0, -0.1], [-0.1, 0.0, 0.0], [-0.1, 0.0, -0.1], [-0.1, 0.0, -0.2], [0.2, -0.1, 0.5], [0.1, 0.0, 0.0], [0.0, 0.1, 0.0], [0.0, 0.0, 0.0], [0.0, 0.0, 0.0], [0.0, -0.2, -0.1], [0.3, -0.1, 0.1], [0.3, -0.4, -0.5], [0.3, 0.0, 0.8], [0.1, -0.1, 0.0], [0.0, -0.1, -0.1], [0.1, -0.1, 0.0], [0.1, 0.1, 0.0], [0.0, 0.1, 0.0], [0.7, -0.1, -0.5], [0.0, 0.0, -0.1], [0.0, 0.1, 0.1], [-0.2, 0.2, 0.8], [0.0, 0.0, 0.1], [0.1, 0.0, 0.7], [-1.0, -0.1, -0.1], [0.0, 0.0, 0.0], [0.0, 0.0, 0.1], [0.0, 0.0, 0.0], [0.0, 0.0, -0.1], [0.1, 0.0, 0.0], [0.0, 0.0, -0.2], [0.0, 0.0, 0.0], [0.0, 0.0, 0.0], [0.0, 0.0, 0.0], [0.0, 0.1, 0.1], [-0.7, -0.7, -0.3], [0.0, 0.0, 0.0], [0.1, -0.1, 0.0], [0.0, 0.0, 0.0], [0.0, -0.1, 0.0], [0.1, -0.1, 0.0], [0.8, 0.5, 0.8], [0.0, 0.0, -0.1], [-0.1, -0.3, -0.1], [0.0, 0.0, 0.0], [0.0, 0.0, 0.0], [-0.1, 0.2, 0.2], [0.0, 0.0, 0.0], [0.0, 0.0, 0.0], [0.0, 0.0, 0.0], [0.0, 0.0, -0.1], [-0.1, 0.2, 0.1], [0.0, 0.0, 0.0], [0.0, 0.0, 0.0], [0.0, 0.0, -0.1], [0.0, 0.0, 0.0], [0.0, 0.0, 0.0], [0.0, 0.0, 0.0], [0.0, 0.2, 0.2], [-0.1, 0.0, 0.0], [0.0, 0.0, 0.0], [0.0, 0.0, 0.0], [0.0, 0.0, 0.0], [0.0, 0.0, 0.0], [0.0, 0.0, 0.0], [0.0, 0.0, 0.0], [0.0, 0.0, -0.2], [-0.1, 0.1, 0.0], [0.1, 0.0, 0.1], [0.0, 0.0, 0.0], [0.0, 0.0, 0.0], [-0.1, 0.0, -0.3], [0.0, 0.0, 0.0], [0.0, 0.0, 0.0], [0.0, 0.0, 0.0], [0.0, 0.0, 0.0], [0.0, 0.0, 0.0], [0.0, 0.0, -0.2], [0.0, 0.0, 0.0], [-0.1, -0.1, -0.2], [0.1, 0.0, 0.0], [0.1, 0.1, 0.2], [0.0, 0.0, 0.0], [0.0, 0.0, 0.0], [0.0, 0.0, 0.0], [0.0, 0.0, 0.0], [0.0, 0.0, 0.0], [0.0, 0.0, 0.0], [0.0, -0.2, 0.1], [0.0, 0.0, 0.0], [0.1, 0.0, 0.0], [0.2, 0.1, 0.1], [-0.1, 0.1, -0.2], [0.0, 0.0, -0.1], [0.2, 0.2, -0.1], [0.1, 0.1, -0.2], [0.1, -0.4, -0.2], [0.1, -0.2, 0.2], [0.0, 0.0, 0.0], [0.0, 0.0, 0.0], [0.1, 0.2, -0.2], [0.0, 0.0, 0.1], [-0.2, 0.0, 0.0], [0.1, 0.0, 0.0], [0.0, 0.1, 0.0], [-0.1, 0.0, 0.2], [-0.1, -0.1, 0.0], [0.0, 0.0, 0.0], [0.0, 0.0, 0.0], [0.0, 0.0, 0.0], [0.0, 0.0, 0.0], [0.3, -0.2, 0.0], [0.0, 0.0, 0.0], [0.0, 0.0, 0.0], [0.0, 0.0, 0.0]],
  "homo_energy_ev": -8.94,
  "e_lumo_ev": -0.80
}

=====

Frontier orbital gap: 7.569 8.146 (eV)